{"formula": "C24H68N3O12", "method": "the ωB97M-V functional and the def2-TZVPD basis", "symbols": ["C", "O", "H", "H", "H", "C", "O", "H", "H", "H", "H", "C", "O", "H", "H", "H", "H", "C", "O", "H", "H", "H", "H", "C", "O", "H", "H", "H", "H", "C", "O", "H", "H", "H", "H", "C", "O", "C", "C", "N", "C", "C", "O", "C", "H", "H", "H", "H", "H", "H", "H", "H", "H", "H", "H", "H", "H", "H", "H", "C", "O", "C", "C", "N", "C", "C", "O", "C", "H", "H", "H", "H", "H", "H", "H", "H", "H", "H", "H", "H", "H", "H", "H", "C", "O", "C", "C", "N", "C", "C", "O", "C", "H", "H", "H", "H", "H", "H", "H", "H", "H", "H", "H", "H", "H", "H", "H"], "positions_angstrom": [[-0.10, 0.11, 0.14], [-1.40, 0.64, -0.34], [0.72, 0.65, 0.02], [0.18, -0.64, -0.84], [-0.08, -0.40, 1.04], [-1.58, -3.04, 0.78], [-2.51, -1.99, 0.64], [-1.33, -3.25, -0.26], [-2.07, -4.00, 1.16], [-0.66, -2.53, 1.38], [-2.03, -1.39, 0.06], [-4.52, -0.63, -1.69], [-4.28, 0.40, -0.88], [-3.62, -1.27, -1.85], [-4.79, -0.23, -2.70], [-5.29, -1.25, -1.25], [-3.27, 0.40, -0.91], [-0.08, -3.26, -3.14], [-0.72, -2.27, -3.92], [-0.58, -4.16, -3.00], [0.10, -2.88, -2.19], [0.90, -3.44, -3.63], [-0.91, -1.39, -3.65], [-2.06, 3.78, 1.36], [-1.62, 2.47, 1.73], [-2.06, 4.12, 0.29], [-1.41, 4.66, 1.70], [-3.28, 3.74, 1.80], [-1.51, 1.66, 1.03], [-2.18, 1.31, -3.42], [-1.43, 0.27, -3.04], [-3.10, 1.13, -3.87], [-1.57, 1.88, -4.10], [-2.39, 1.98, -2.54], [-1.40, 0.12, -2.04], [-5.31, 2.07, 3.47], [-3.97, 1.45, 3.33], [-4.04, 0.09, 2.97], [-2.65, -0.37, 3.29], [-2.11, 0.07, 4.51], [-0.79, -0.49, 4.84], [0.30, 0.20, 4.17], [0.17, 1.62, 4.31], [0.99, 2.48, 3.59], [-6.05, 1.91, 2.60], [-5.35, 3.13, 3.55], [-5.91, 1.61, 4.19], [-4.29, -0.17, 1.94], [-4.81, -0.34, 3.61], [-1.93, -0.04, 2.34], [-2.53, -1.29, 3.25], [-2.78, -0.32, 5.32], [-0.54, -1.61, 4.75], [-0.75, -0.39, 5.83], [0.27, -0.30, 3.13], [1.39, -0.12, 4.68], [2.05, 2.35, 3.87], [0.72, 3.30, 3.94], [0.98, 2.18, 2.43], [5.09, 2.82, 1.28], [4.14, 1.84, 0.90], [4.39, 0.53, 1.58], [3.12, -0.38, 1.50], [3.43, -1.72, 1.98], [2.27, -2.55, 1.97], [2.68, -3.91, 2.47], [1.55, -4.87, 2.47], [1.93, -6.14, 3.01], [5.21, 3.02, 2.18], [5.21, 3.78, 0.90], [6.03, 2.37, 1.13], [4.89, 0.61, 2.44], [5.25, 0.03, 1.09], [2.88, -0.43, 0.49], [2.31, 0.38, 1.91], [3.83, -1.48, 2.97], [2.11, -2.88, 0.98], [1.50, -1.80, 2.54], [2.82, -3.45, 3.54], [3.55, -4.29, 2.01], [0.99, -6.71, 3.20], [2.62, -6.06, 3.97], [2.74, -6.59, 2.30], [1.40, 3.84, -0.22], [1.75, 3.60, -1.62], [1.65, 2.30, -2.05], [1.80, 2.37, -3.62], [1.50, 1.05, -4.20], [1.32, 1.02, -5.64], [1.01, -0.33, -6.23], [0.88, -0.20, -7.69], [0.55, -1.56, -8.19], [2.12, 3.23, 0.56], [0.40, 3.48, -0.23], [1.34, 4.89, 0.08], [0.53, 1.98, -1.78], [2.40, 1.79, -1.50], [2.81, 2.79, -3.87], [1.01, 3.06, -4.05], [0.55, 0.61, -3.75], [2.16, 1.41, -6.19], [0.55, 1.61, -6.01], [0.19, -0.66, -5.68], [1.67, -1.17, -5.85], [0.09, -1.33, -9.20], [-0.48, -1.88, -7.60], [1.15, -2.31, -8.09]], "lowdin_charge": [-0.192, -0.407, -0.033, 0.135, -0.004, -0.149, -0.158, 0.047, 0.098, 0.108, 0.022, -0.261, -0.118, 0.085, 0.077, 0.076, 0.056, -0.141, -0.121, 0.052, 0.030, 0.086, 0.001, -0.209, -0.228, 0.050, 0.061, 0.133, 0.084, -0.189, -0.184, 0.050, 0.072, 0.110, 0.057, -0.085, -0.183, -0.201, -0.248, -0.027, -0.260, -0.252, -0.160, -0.103, 0.104, 0.058, 0.039, 0.119, 0.112, 0.164, 0.023, 0.174, 0.142, 0.059, 0.093, 0.167, 0.085, 0.000, 0.123, -0.101, -0.171, -0.157, -0.211, -0.089, -0.267, -0.201, -0.214, -0.144, 0.002, 0.082, 0.077, 0.064, 0.125, 0.091, 0.131, 0.156, 0.112, 0.151, 0.148, 0.107, 0.091, 0.099, 0.099, -0.056, -0.234, -0.238, -0.182, -0.078, -0.267, -0.228, -0.179, -0.082, 0.120, 0.048, 0.075, 0.146, 0.100, 0.122, 0.123, 0.153, 0.115, 0.087, 0.064, 0.143, 0.094, 0.136, 0.000], "de_lowest_ev": 2.198, "total_charge": -1, "lumo_ha": 0.08769, "e_tot_ev": -55012.3837}